Below is a cluster of 2 separate species, C5H11NO2 in total, with properties calculated with ωB97M-V/def2-TZVPD.

```
19
Properties=species:S:1:pos:R:3:nbo_charge:R:1
C 0.763 -1.874 0.035 -0.663
C 1.306 -0.610 -0.551 -0.149
C 2.349 0.051 -0.050 -0.454
H 0.973 -0.408 -1.570 0.207
H 0.978 -2.715 -0.622 0.219
H -0.320 -1.809 0.134 0.236
H 1.183 -2.067 1.020 0.204
H 2.717 0.970 -0.476 0.199
H 2.868 -0.304 0.829 0.188
C -0.931 1.160 -0.113 0.395
N -0.525 1.219 1.230 -0.854
C -1.978 0.422 -0.536 -0.046
O -0.505 2.203 -0.896 -0.685
O -2.493 -0.582 0.276 -0.718
H -0.075 2.848 -0.321 0.483
H -3.407 -0.745 0.028 0.485
H -0.949 0.467 1.758 0.392
H 0.486 1.175 1.318 0.380
H -2.441 0.598 -1.493 0.181
```

The value obtained for the LUMO energy is 0.8 eV. The structure (SMILES) is N/C(O)=C\O.C=CC. As for the total energy: -402.2849 a.u. Its energy above the lowest of the compared OMol25 structures with the same formula, charge and spin is 58.5 kcal per mole. The calculation puts the HOMO energy at -7.595 eV. Its molecular weight is 117.1 u. As for the charge: 0.


Below is a cluster of 2 separate species, C5H11NO2 in total, with properties calculated with ωB97M-V/def2-TZVPD.

```
19
Properties=species:S:1:pos:R:3:nbo_charge:R:1
O -2.211 -1.410 -0.195 -0.589
C -1.532 -1.506 -1.196 0.798
O -2.026 -1.082 -2.421 -0.704
C -0.111 -2.095 -1.313 -0.734
H -2.947 -0.772 -2.299 0.497
H 0.529 -1.429 -1.932 0.240
H -0.115 -3.060 -1.870 0.251
H 0.382 -2.126 -0.342 0.242
C 2.665 2.076 0.361 -0.618
C 1.518 2.327 1.404 -0.251
C 0.204 0.477 1.739 -0.081
N 1.255 1.078 2.125 -0.385
H 2.859 2.938 -0.350 0.215
H 3.636 1.862 0.887 0.219
H 2.345 1.195 -0.253 0.204
H 0.590 2.647 0.932 0.166
H 1.801 3.099 2.153 0.199
H -0.477 0.875 0.955 0.150
H 0.031 -0.508 2.208 0.183
```

The value obtained for the LUMO energy is 0.6 eV. The structure (SMILES) is CC(=O)O.C=NCC. As for the total energy: -402.3248 a.u. Its energy above the lowest of the compared OMol25 structures with the same formula, charge and spin is 33.5 kcal per mole. The calculation puts the HOMO energy at -9.827 eV. Its molecular weight is 117.1 u. As for the charge: 0.


Below is a cluster of 2 separate species, C5H11NO2 in total, with properties calculated with ωB97M-V/def2-TZVPD.

```
19
Properties=species:S:1:pos:R:3:nbo_charge:R:1
C 0.058 1.514 1.052 -0.234
C 2.698 -0.751 0.055 -0.656
C 1.359 -0.181 -0.341 0.292
C 0.961 -0.250 -1.616 -0.436
O 1.200 1.056 0.395 -0.561
H -0.510 2.143 0.359 0.191
H -0.426 0.666 1.551 0.157
H 0.337 2.300 1.757 0.178
H 3.010 -1.545 -0.618 0.210
H 3.469 0.018 0.011 0.222
H 2.678 -1.095 1.087 0.213
H 1.535 -0.789 -2.349 0.196
H 0.056 0.216 -1.956 0.224
N -2.957 -0.740 0.752 -0.842
C -2.295 -0.523 -0.423 0.515
O -1.995 0.605 -0.830 -0.585
H -2.769 -0.112 1.519 0.394
H -3.817 -1.261 0.778 0.403
H -2.593 -1.268 -1.183 0.118
```

The value obtained for the LUMO energy is 0.8 eV. The structure (SMILES) is C=C(C)OC.NC=O. As for the total energy: -402.2465 a.u. Its energy above the lowest of the compared OMol25 structures with the same formula, charge and spin is 82.6 kcal per mole. The calculation puts the HOMO energy at -8.634 eV. Its molecular weight is 117.1 u. As for the charge: 0.


Below is an isolated molecule of C5H11NO2, with properties calculated with ωB97M-V/def2-TZVPD.

```
19
Properties=species:S:1:pos:R:3:nbo_charge:R:1
O -2.135 0.252 -1.069 -0.526
C -1.185 -0.486 -0.926 0.408
C 0.004 -0.016 -0.131 -0.167
C 1.236 0.326 -1.008 -0.397
C 1.131 1.814 -1.491 -0.623
N 0.420 -0.863 0.998 -0.621
C -0.417 -0.809 2.147 0.080
O -1.513 -1.749 2.080 -0.748
H -1.277 -1.477 -1.384 0.128
H -0.313 0.922 0.341 0.208
H 2.111 0.085 -0.416 0.228
H 1.225 -0.183 -1.979 0.199
H 1.687 2.415 -0.778 0.220
H 0.071 1.964 -1.729 0.220
H 1.479 1.894 -2.523 0.209
H 0.448 -1.834 0.690 0.368
H 0.088 -1.138 3.061 0.176
H -0.760 0.205 2.375 0.167
H -2.302 -1.321 1.743 0.471
```

The value obtained for the LUMO energy is 0.9 eV. The structure (SMILES) is CC[C@@H](C=O)NCO. As for the total energy: -402.2995 a.u. Its energy above the lowest of the compared OMol25 structures with the same formula, charge and spin is 49.3 kcal per mole. The calculation puts the HOMO energy at -9.311 eV. Its molecular weight is 117.1 u. As for the charge: 0.


Below is a cluster of 3 separate species, C5H11NO2 in total, with properties calculated with ωB97M-V/def2-TZVPD.

```
19
Properties=species:S:1:pos:R:3:nbo_charge:R:1
C 0.869 0.621 0.050 0.315
C -0.227 -0.188 0.247 -0.170
C 0.039 -0.497 -2.195 -0.331
C -0.123 -1.554 0.845 -0.653
C -0.285 1.063 2.091 0.058
O 0.870 1.763 -0.590 -0.670
O -0.591 0.795 -2.434 -0.799
N -0.240 0.644 3.263 -0.639
H 0.173 1.701 -1.317 0.522
H -0.605 1.025 -3.371 0.484
H 1.832 0.339 0.467 0.188
H -1.188 0.155 -0.110 0.235
H 0.143 -0.299 3.368 0.341
H 0.974 -0.595 -2.749 0.146
H -0.665 -1.307 -2.396 0.146
H -0.676 2.063 1.856 0.151
H -0.282 -2.306 0.072 0.241
H 0.861 -1.726 1.285 0.212
H -0.881 -1.697 1.618 0.223
```

The value obtained for the LUMO energy (spin up / spin down) is 0.6 / 0.8 eV. As for the total energy: -402.1122 a.u. Its energy above the lowest of the compared OMol25 structures with the same formula, charge and spin is 166.9 kcal per mole. The calculation puts the HOMO energy (spin up / spin down) at -6.013 / -6.861 eV. Its molecular weight is 117.1 u. As for the charge: 0.


Below is an isolated molecule of C5H11NO2, with properties calculated with ωB97M-V/def2-TZVPD.

```
19
Properties=species:S:1:pos:R:3:nbo_charge:R:1
C -1.134 1.435 1.281 -0.718
N -1.079 -0.236 -1.302 -0.342
C -0.517 0.109 0.936 0.662
O -1.073 -1.660 -1.281 -0.598
O -0.896 -0.940 1.405 -0.611
H -1.141 -1.890 -0.333 0.487
H -1.589 0.004 -2.150 0.358
H -0.591 1.860 2.123 0.234
H -2.172 1.294 1.575 0.236
H -1.065 2.125 0.446 0.220
C 1.725 -0.981 0.388 -0.605
C 0.824 0.220 0.126 -0.347
C 0.330 0.302 -1.320 -0.237
H 1.329 1.147 0.404 0.213
H 2.585 -0.963 -0.277 0.208
H 1.187 -1.909 0.221 0.224
H 2.068 -0.974 1.419 0.214
H 0.248 1.336 -1.657 0.202
H 0.962 -0.280 -2.003 0.200
```

The value obtained for the LUMO energy is 0.9 eV. The structure (SMILES) is CC(=O)[C@@H](C)CNO. As for the total energy: -402.2872 a.u. Its energy above the lowest of the compared OMol25 structures with the same formula, charge and spin is 57.1 kcal per mole. The calculation puts the HOMO energy at -9.380 eV. Its molecular weight is 117.1 u. As for the charge: 0.


Below is an isolated molecule of C5H11NO2, with properties calculated with ωB97M-V/def2-TZVPD.

```
19
Properties=species:S:1:pos:R:3:nbo_charge:R:1
C -0.725 -0.597 -1.085 -0.447
C -1.731 0.488 -0.720 -0.063
O -2.620 0.088 0.308 -0.728
C -0.078 -1.255 0.131 -0.230
N 0.189 -0.271 1.213 -0.649
C 1.067 0.845 0.879 -0.295
C 2.317 0.598 0.126 0.354
O 2.538 -0.232 -0.703 -0.564
H -1.207 -1.376 -1.674 0.220
H 0.055 -0.158 -1.694 0.207
H -2.356 0.757 -1.574 0.184
H -1.223 1.414 -0.442 0.151
H -2.085 0.008 1.098 0.477
H 0.827 -1.792 -0.141 0.209
H -0.793 -1.964 0.546 0.199
H 0.666 -0.747 1.972 0.370
H 1.027 1.610 1.631 0.232
H 1.029 1.229 -0.209 0.257
H 3.104 1.354 0.339 0.114
```

The value obtained for the LUMO energy is 0.7 eV. The structure (SMILES) is O=CCNCCCO. As for the total energy: -402.2666 a.u. Its energy above the lowest of the compared OMol25 structures with the same formula, charge and spin is 70.0 kcal per mole. The calculation puts the HOMO energy at -8.980 eV. Its molecular weight is 117.1 u. As for the charge: 0.


Below is a structure of composition C5H11NO2, with properties calculated with ωB97M-V/def2-TZVPD.

```
19
Properties=species:S:1:pos:R:3:nbo_charge:R:1
C 1.986 -1.894 -0.316 -0.396
C 0.625 0.098 -0.736 -0.224
C -0.772 0.777 -0.905 -0.394
C -1.710 0.385 0.308 -0.547
C -1.099 1.141 1.515 0.799
H 2.900 -1.732 -0.944 0.185
H 2.637 -1.442 0.815 0.155
H 1.869 -2.934 -0.121 0.205
H 0.265 -1.811 -1.390 0.346
H 1.216 0.310 -1.608 0.167
H 1.397 0.520 0.173 0.190
H -1.197 0.343 -2.030 0.196
H -0.751 1.870 -1.041 0.231
H -1.633 -0.816 0.449 0.260
H -2.817 0.684 -0.057 0.247
H -1.464 2.592 2.472 0.474
N 0.657 -1.275 -0.490 -0.637
O -1.812 2.396 1.638 -0.713
O -0.298 0.787 2.269 -0.546
```

The value obtained for the LUMO energy is 0.9 eV. As for the total energy: -402.2400 a.u. Its energy above the lowest of the compared OMol25 structures with the same formula, charge and spin is 86.7 kcal per mole. The calculation puts the HOMO energy at -9.028 eV. Its molecular weight is 117.1 u. As for the charge: 0.